Entry 1:
Molecular formula: C12H12N2PtS2Se2
Method: DFT, wB97M-V/def2-TZVPD

Each line ends with the Mulliken charge.
Element x y z (Å)
Se -0.187 3.337 1.267  0.07
N 1.887 4.213 -6.224  -0.29
N -1.754 2.637 -6.697  -0.29
H -2.759 2.039 2.439  0.36
Se -1.097 0.256 2.744  0.10
H -0.116 3.046 3.719  0.39
H -2.003 1.000 -3.690  0.59
C -1.016 1.419 -3.542  -0.64
Pt 0.131 0.953 0.678  0.94
C -0.967 3.125 3.047  -0.68
S -0.961 0.213 -1.110  -0.24
H -0.104 0.588 4.986  0.38
C -1.930 1.961 3.141  -0.70
H -1.544 4.082 -0.681  0.35
H -2.353 1.896 4.144  0.48
C -1.155 2.433 -5.738  -0.48
C -1.828 3.744 0.313  -0.95
H 0.773 -0.678 4.089  0.35
C 1.012 1.721 -2.194  0.49
H -2.296 4.560 0.861  0.41
C 0.884 2.739 -4.355  0.66
C 0.361 0.326 4.037  -0.98
C -0.436 2.179 -4.526  0.63
C 1.598 2.502 -3.216  -0.62
S 1.802 1.323 -0.764  -0.17
H 1.138 1.037 3.771  0.39
H -1.479 4.063 3.270  0.47
H 2.589 2.920 -3.092  0.58
C 1.443 3.554 -5.394  -0.42
H -2.485 2.882 0.254  0.35
C -0.302 1.183 -2.356  0.47

Values from the calculation:
- total energy (Ha) = -6291.8698
- gap between HOMO and LUMO (alpha / beta) (eV) = 5.58 / 5.59
- charge = +2
- HOMO level (alpha / beta) (eV) = -16.036 / -15.928
- energy above the lowest of the compared OMol25 structures with the same formula, charge and spin (kcal per mole) = 26.1

***

Entry 2:
Molecular formula: C3H9NO2
Method: DFT, wB97M-V/def2-TZVPD

Each line ends with the Mulliken charge.
Element x y z (Å)
H -1.532 -3.456 -0.538  0.31
O -2.241 -2.927 -0.886  -0.64
C -0.903 1.405 -0.957  -0.37
O 2.311 -1.143 -0.591  -0.63
H -0.412 2.373 -0.909  0.30
H 2.052 -0.260 -0.357  0.33
H 1.170 1.758 2.374  0.24
H -1.400 1.066 -1.860  0.25
C -0.172 0.840 1.151  -0.09
H -1.793 -2.068 -0.985  0.33
H 1.835 -1.779 -0.070  0.31
H -0.540 0.188 1.938  0.36
N -0.741 0.494 -0.082  -0.26
H 1.418 1.935 0.435  0.28
C 0.948 1.576 1.336  -0.70

Values from the calculation:
- total energy (Ha) = -324.8672
- gap between HOMO and LUMO (eV) = 10.10
- charge = 0
- HOMO level (eV) = -9.910
- energy above the lowest of the compared OMol25 structures with the same formula, charge and spin (kcal per mole) = 66.2
- structure (SMILES) = C=CN=C.O.O

***

Entry 3:
Molecular formula: C4H6NO
Method: DFT, wB97M-V/def2-TZVPD

Each line ends with the Mulliken charge.
Element x y z (Å)
C -1.269 0.426 -0.456  -0.03
N -2.240 -0.030 0.337  0.06
H -2.279 0.020 1.420  0.25
C 1.729 -0.989 -0.493  -0.60
H -1.453 0.127 -1.490  0.43
C 0.091 0.931 0.028  -0.96
H 2.730 -1.438 -0.659  0.26
C 1.761 0.146 0.244  -0.55
H 0.869 -1.553 -0.955  0.20
H -0.096 1.444 0.886  0.39
O -3.372 -0.570 -0.108  -0.70
H 0.591 1.657 -0.647  0.24

Values from the calculation:
- total energy (Ha) = -285.8166
- gap between HOMO and LUMO (eV) = 7.32
- charge = -1
- HOMO level (eV) = -2.912
- energy above the lowest of the compared OMol25 structures with the same formula, charge and spin (kcal per mole) = 68.5

***

Entry 4:
Molecular formula: C9H18BiCl2N3O4PRh
Method: DFT, wB97M-V/def2-TZVPD

Each line ends with the Mulliken charge.
Element x y z (Å)
C -7.719 -3.603 2.250  0.25
H 0.561 2.323 0.542  0.21
H 5.500 1.782 2.774  0.35
H 1.738 3.703 0.130  0.38
N 3.631 -0.689 0.737  0.23
C 3.866 2.606 -0.044  -0.86
H 4.078 -2.444 1.887  0.31
O -8.383 -4.549 2.129  0.06
H 1.604 3.136 1.821  0.36
H 5.213 -0.006 -0.554  0.29
P 2.733 0.518 1.496  0.79
H 3.477 -2.714 0.240  0.41
H 5.502 0.009 2.364  0.32
C 4.261 -0.571 -0.574  -0.94
Bi -5.975 -2.292 1.256  1.66
C 1.570 2.806 0.768  -0.57
H 4.588 2.889 0.735  0.29
O 1.351 0.075 1.933  -1.06
N 2.704 1.887 0.495  0.17
C -8.230 -1.761 -0.131  0.07
H 3.597 0.784 4.928  0.40
H 3.515 3.546 -0.477  0.42
H 3.012 2.307 4.244  0.38
C 3.373 -2.084 1.130  -0.96
C 2.985 1.214 4.131  -0.85
H 4.349 2.049 -0.859  0.28
H 5.276 0.582 4.035  0.35
H 2.355 -2.193 1.519  0.34
Cl -4.645 -3.688 2.835  -0.10
O 0.998 0.367 -2.631  -0.20
C 5.054 0.797 2.990  -0.77
H 1.964 0.835 4.205  0.29
N 3.607 0.809 2.890  0.25
Rh -0.116 0.263 0.138  0.28
O -9.195 -1.519 -0.701  0.05
C 0.544 0.324 -1.536  0.58
Cl -2.315 0.728 0.060  -0.21
H 3.553 -0.153 -1.313  0.29
H 4.499 -1.594 -0.908  0.45

Values from the calculation:
- total energy (Ha) = -2404.1073
- spin multiplicity = 5
- gap between HOMO and LUMO (alpha / beta) (eV) = 3.23 / 3.11
- charge = +4
- HOMO level (alpha / beta) (eV) = -19.913 / -19.794
- energy above the lowest of the compared OMol25 structures with the same formula, charge and spin (kcal per mole) = 0.0
- expectation value of S² = 6.02

***

Entry 5:
Molecular formula: C2H3N3S
Method: DFT, wB97M-V/def2-TZVPD

Each line ends with the Mulliken charge.
Element x y z (Å)
N 0.960 0.518 -1.207  -0.43
C 0.137 0.084 -0.265  0.51
N -1.430 -0.366 1.397  -0.42
H -2.056 0.115 -0.553  0.37
C -1.207 -0.037 0.091  -0.37
S -0.137 -0.670 2.161  0.24
N 1.030 -0.451 1.250  -0.43
H 0.854 0.277 -2.152  0.24
H 1.850 0.531 -0.723  0.29

Values from the calculation:
- total energy (Ha) = -640.3656
- gap between HOMO and LUMO (alpha / beta) (eV) = 8.85 / 8.85
- charge = 0
- HOMO level (alpha / beta) (eV) = -8.244 / -8.243
- energy above the lowest of the compared OMol25 structures with the same formula, charge and spin (kcal per mole) = 59.0